No. 1
{
  "formula": "C15H34Cl4InNO3P",
  "method": "ωB97M-V with the def2-TZVPD basis set",
  "e_homo_ha": -0.1696,
  "e_tot_ev": -88289.9613,
  "fmax_ev_per_a": 1.30,
  "lumo_energy_ha": 0.066,
  "total_charge": -1,
  "species": ["In", "Cl", "Cl", "Cl", "Cl", "P", "O", "O", "O", "N", "C", "C", "C", "C", "C", "C", "C", "C", "C", "C", "C", "C", "C", "C", "C", "H", "H", "H", "H", "H", "H", "H", "H", "H", "H", "H", "H", "H", "H", "H", "H", "H", "H", "H", "H", "H", "H", "H", "H", "H", "H", "H", "H", "H", "H", "H", "H", "H", "H"],
  "xyz": [[-2.391, -0.735, 0.586], [5.373, 1.240, -2.872], [6.934, 0.877, -5.274], [5.003, 3.015, -5.109], [7.431, 3.143, -3.557], [-0.513, 0.514, 1.776], [-4.571, -0.704, 3.941], [3.388, 0.428, -0.669], [-0.054, -0.103, 3.088], [-1.060, 4.138, -0.683], [0.996, -1.689, -1.341], [-3.728, 0.648, -0.560], [-3.153, 2.061, -0.699], [-0.841, 2.935, -1.479], [-3.188, -2.640, 4.474], [-3.416, -1.461, 3.521], [-0.007, -2.568, -0.586], [-1.485, -2.199, -0.858], [-3.601, -1.891, 2.061], [3.129, -1.911, 0.182], [6.181, 2.065, -4.198], [2.442, -2.185, -1.155], [3.666, -0.476, 0.415], [-2.089, 2.095, -1.800], [3.676, 1.755, -0.208], [0.588, 0.533, 0.895], [-4.655, -1.800, 1.823], [-1.810, 1.072, -2.023], [-2.079, -3.100, -0.747], [4.749, -0.540, 0.484], [3.271, -0.096, 1.347], [4.314, 1.732, 0.666], [-2.548, 2.515, -2.692], [0.764, -1.855, -2.391], [-2.756, 2.424, 0.241], [-0.113, 2.321, -0.961], [-1.924, 4.591, -0.938], [-1.594, -1.869, -1.886], [-4.332, -0.358, 4.810], [-3.301, -2.926, 1.975], [2.335, -3.264, -1.232], [-3.966, 2.740, -0.953], [2.461, -2.205, 0.980], [-2.566, -0.789, 3.575], [-4.711, 0.647, -0.102], [-0.779, 1.906, 1.975], [-1.061, 3.918, 0.300], [-3.310, -3.592, 3.976], [4.006, -2.546, 0.238], [0.132, -3.567, -0.997], [2.774, 2.277, 0.066], [0.186, -2.604, 0.481], [-3.932, -2.604, 5.261], [3.068, -1.883, -1.986], [-3.833, 0.239, -1.561], [0.887, -0.626, -1.176], [-0.382, 3.227, -2.421], [4.204, 2.333, -0.950], [-2.207, -2.603, 4.928]]
}

No. 2
{
  "formula": "C32H44NO17P",
  "method": "ωB97M-V with the def2-TZVPD basis set",
  "e_homo_ha": -0.3236,
  "smiles": "[H]/N=C(\\C)Cc1cc(P(O)O)c(COCC)c2c1C(=O)c1ccccc1C2=O.COC(=O)OC.COC(=O)OC.COC(=O)OC.COC(=O)OC",
  "e_tot_ev": -79481.4440,
  "fmax_ev_per_a": 3.13,
  "lumo_energy_ha": -0.033,
  "species": ["P", "O", "O", "O", "O", "O", "O", "O", "O", "O", "O", "O", "O", "O", "O", "O", "O", "O", "N", "C", "C", "C", "C", "C", "C", "C", "C", "C", "C", "C", "C", "C", "C", "C", "C", "C", "C", "C", "C", "C", "C", "C", "C", "C", "C", "C", "C", "C", "C", "C", "C", "H", "H", "H", "H", "H", "H", "H", "H", "H", "H", "H", "H", "H", "H", "H", "H", "H", "H", "H", "H", "H", "H", "H", "H", "H", "H", "H", "H", "H", "H", "H", "H", "H", "H", "H", "H", "H", "H", "H", "H", "H", "H", "H", "H"],
  "xyz": [[4.157, -2.999, -1.274], [-2.470, -0.073, 0.028], [2.357, 4.840, 3.274], [2.132, -0.559, -3.762], [-3.235, 0.698, 1.903], [5.220, -4.299, -1.103], [-4.201, 2.464, 6.851], [1.124, 5.484, 4.928], [-2.408, -5.304, -3.095], [3.820, -2.299, 0.227], [-2.581, 3.545, 8.004], [2.235, 5.086, -2.058], [1.924, 7.215, -1.350], [1.745, 7.019, 3.381], [0.066, -1.810, -5.325], [-3.552, -1.494, 1.424], [-4.643, 3.829, 8.605], [3.914, 6.605, -1.951], [-1.776, -4.794, 0.417], [-1.620, 2.936, 7.142], [0.059, -2.974, -5.028], [-6.033, 3.555, 8.429], [1.388, 1.205, -2.293], [-0.375, -4.119, -7.383], [1.944, -3.017, -3.167], [-3.845, 3.204, 7.732], [-1.670, -6.315, -7.423], [-2.285, -1.161, -0.881], [-0.340, -6.281, -0.988], [0.680, -3.512, -3.690], [-1.857, -6.290, -5.965], [-0.545, -4.093, -5.939], [0.438, -5.155, -1.755], [-3.128, -0.401, 1.146], [1.544, -0.369, -2.474], [-3.925, 0.495, 3.137], [4.807, 5.605, -2.440], [3.063, 5.119, 2.067], [1.744, 5.898, 3.816], [-1.281, -5.166, -5.245], [1.720, -4.634, -1.248], [2.649, 6.190, -1.812], [-0.955, -5.247, -8.106], [0.030, -6.037, 1.654], [2.503, -3.600, -1.918], [-1.387, -5.066, -3.686], [-0.065, -4.588, -2.990], [2.693, -1.876, -3.937], [0.543, 6.914, -1.152], [0.414, 6.504, 5.628], [-0.810, -5.621, 0.378], [2.126, -5.096, -0.308], [-6.577, 4.113, 9.189], [4.758, -5.140, -0.924], [-3.398, -0.230, 3.759], [4.504, 5.271, -3.433], [-0.377, 6.922, 5.004], [0.061, 7.815, -0.778], [0.500, -0.783, -2.425], [-3.949, 1.448, 3.663], [-4.951, 0.173, 2.956], [-3.246, -1.550, -1.216], [-2.085, -7.190, -7.980], [-0.043, 6.044, 6.502], [-1.654, 1.851, 7.237], [-0.838, -5.354, -9.212], [0.395, 1.562, -2.688], [0.698, -6.894, 1.386], [3.525, -3.035, 0.805], [-1.690, -1.951, -0.420], [-1.903, -4.471, 1.389], [1.404, 1.505, -1.209], [-1.744, -0.782, -1.747], [3.857, 5.845, 2.243], [0.423, 6.123, -0.410], [3.514, 4.190, 1.724], [4.856, 4.762, -1.750], [5.796, 6.054, -2.511], [-6.236, 2.492, 8.566], [2.630, -2.105, -5.028], [2.379, 5.477, 1.296], [2.173, -0.732, -1.623], [-6.369, 3.886, 7.446], [0.071, 6.632, -2.094], [0.302, -7.159, -0.740], [3.767, -1.805, -3.623], [-2.404, -7.088, -5.420], [0.657, -5.153, 1.939], [2.237, 1.721, -2.821], [-0.668, -6.365, 2.462], [-1.233, -6.629, -1.558], [-0.633, 3.278, 7.446], [1.092, 7.290, 5.965], [0.186, -3.291, -7.873], [-1.786, 3.238, 6.106]]
}

No. 3
{
  "formula": "C26H50N7O8",
  "method": "ωB97M-V with the def2-TZVPD basis set",
  "e_homo_ha": -0.4018,
  "e_tot_ev": -54576.9715,
  "fmax_ev_per_a": 2.81,
  "lumo_energy_ha": -0.136,
  "total_charge": 1,
  "species": ["O", "O", "O", "O", "O", "O", "O", "O", "N", "N", "N", "N", "N", "N", "N", "C", "C", "C", "C", "C", "C", "C", "C", "C", "C", "C", "C", "C", "C", "C", "C", "C", "C", "C", "C", "C", "C", "C", "C", "C", "C", "H", "H", "H", "H", "H", "H", "H", "H", "H", "H", "H", "H", "H", "H", "H", "H", "H", "H", "H", "H", "H", "H", "H", "H", "H", "H", "H", "H", "H", "H", "H", "H", "H", "H", "H", "H", "H", "H", "H", "H", "H", "H", "H", "H", "H", "H", "H", "H", "H", "H"],
  "xyz": [[-4.622, 0.451, -0.498], [2.258, -4.924, -1.980], [-0.660, -1.414, -1.832], [-3.568, 5.691, 3.739], [3.052, 2.135, -2.083], [1.875, -4.089, -4.035], [7.715, -4.149, 0.080], [-0.676, 4.118, 0.486], [-6.125, 1.597, 0.707], [7.644, -6.333, 0.562], [-5.345, 5.437, 2.394], [4.935, -0.767, -2.003], [-2.106, 3.051, 1.838], [1.278, 1.759, -3.397], [-0.914, -3.578, -1.350], [-5.115, 0.696, 0.593], [-0.424, 4.530, 2.835], [-4.640, 0.023, 1.860], [-1.594, -4.785, -0.917], [5.611, -4.998, 0.855], [2.412, -3.994, -2.986], [7.066, -5.117, 0.468], [-1.061, 3.895, 1.626], [-2.837, -2.076, -1.060], [5.456, -1.818, -2.649], [1.882, 2.403, -2.374], [4.632, -2.904, -2.998], [-5.431, 7.129, 4.168], [-2.702, 2.669, 3.104], [-6.678, 5.716, 1.890], [1.076, 3.431, -1.630], [3.305, -2.845, -2.643], [6.879, -1.824, -2.947], [7.043, -7.583, 0.998], [3.628, -0.709, -1.653], [-0.082, 1.928, -3.882], [7.598, -2.848, -2.320], [-4.699, 6.034, 3.431], [-1.400, -2.315, -1.445], [-6.828, 2.009, 1.908], [2.792, -1.737, -1.955], [0.050, -3.652, -1.627], [-2.624, -4.580, -0.649], [-3.076, -1.027, -1.183], [5.561, -0.005, -1.766], [-4.791, 7.506, 4.960], [-0.018, 3.764, 3.497], [-3.837, -0.664, 1.613], [-6.709, 3.084, 2.051], [-2.205, 3.148, 3.939], [-5.453, -0.540, 2.320], [4.994, -5.635, 0.220], [-4.802, 4.719, 1.939], [-6.348, 6.742, 4.613], [0.197, 2.978, -1.184], [-3.499, -2.662, -1.699], [3.279, 0.163, -1.122], [2.724, -5.719, -2.273], [5.471, -5.279, 1.899], [-3.752, 2.962, 3.107], [7.336, -1.091, -3.608], [8.177, -2.646, -1.421], [0.772, 4.229, -2.308], [-5.671, 7.949, 3.491], [6.001, -7.448, 1.265], [-0.614, 0.978, -3.805], [1.750, -1.700, -1.660], [-1.159, 5.130, 3.373], [7.112, -8.318, 0.196], [-7.891, 1.787, 1.804], [-2.492, 2.666, 0.990], [-6.616, 6.022, 0.845], [5.295, -3.967, 0.728], [-2.996, -2.350, -0.016], [-2.641, 1.583, 3.220], [-1.575, -5.522, -1.720], [-1.078, -5.203, -0.051], [-7.155, 6.506, 2.459], [-6.396, 2.010, -0.172], [7.533, -3.870, -2.686], [7.584, -7.962, 1.866], [-4.263, 0.763, 2.567], [5.056, -3.743, -3.524], [-7.291, 4.816, 1.955], [-0.613, 2.677, -3.305], [-0.058, 2.235, -4.928], [-6.447, 1.495, 2.784], [8.615, -6.340, 0.290], [0.386, 5.174, 2.507], [1.866, 1.084, -3.859], [1.682, 3.859, -0.839]]
}

No. 4
{
  "formula": "C9H12NO2S",
  "method": "ωB97M-V with the def2-TZVPD basis set",
  "relative_energy_ev": 2.2325,
  "e_homo_ha": [-0.4548, -0.4548],
  "e_tot_ev": -25937.3778,
  "fmax_ev_per_a": 5.07,
  "lumo_energy_ha": [-0.178, -0.178],
  "total_charge": 1,
  "species": ["S", "O", "O", "N", "C", "C", "C", "C", "C", "C", "C", "C", "C", "H", "H", "H", "H", "H", "H", "H", "H", "H", "H", "H", "H"],
  "xyz": [[-1.378, 2.147, 2.273], [0.749, 1.534, 0.606], [0.405, -0.670, 0.217], [-0.199, -2.478, 1.727], [0.040, 0.469, 0.778], [2.294, 1.971, -2.645], [-1.539, -1.991, -0.268], [1.727, 2.266, -1.446], [-1.268, 0.679, 1.303], [-0.250, -2.202, 0.453], [1.976, 1.417, -0.170], [-2.384, 0.079, 0.814], [-2.545, -1.174, 0.147], [2.142, 0.305, -0.363], [-3.550, -1.243, -0.345], [0.989, 3.181, -1.298], [0.433, -2.820, -0.158], [-2.622, 1.962, 2.777], [-0.996, -2.022, 2.325], [-1.667, -2.746, -1.145], [0.670, -2.675, 2.117], [3.165, 1.354, -2.687], [-3.322, 0.527, 1.047], [2.360, 2.729, -3.442], [2.800, 2.007, 0.518]]
}